{"formula": "C5H7P", "method": "ωB97M-V with the def2-TZVPD basis set", "species": ["C", "C", "C", "C", "C", "P", "H", "H", "H", "H", "H", "H", "H"], "xyz": [[2.24618, 1.17938, -0.03564], [-2.16645, -0.57617, 0.09742], [0.50998, -0.83690, -0.52523], [-1.25977, 0.25713, 1.09235], [-0.74251, -0.43587, 0.11979], [1.94106, -0.32820, 0.57516], [2.80553, 1.94973, 0.44165], [-2.52436, -1.59022, 0.43561], [-2.91941, -0.19823, -0.61148], [0.53347, -1.79383, -0.99655], [0.59775, -0.12373, -1.36602], [-1.00721, 0.96330, 1.81942], [1.98572, 1.53362, -1.04647]], "forces_ev_per_angstrom": [[-0.216, -0.015, -1.182], [-1.952, -1.446, 1.510], [0.791, 1.884, -1.088], [-0.414, -1.707, -2.717], [1.348, 0.489, 0.625], [-0.352, 0.172, 0.318], [0.787, 0.021, 0.706], [0.040, 0.996, 0.068], [0.839, 0.545, 0.000], [-0.101, -0.960, 0.196], [0.040, -0.329, -0.037], [-0.273, 0.701, 1.100], [-0.538, -0.351, 0.501]], "mulliken_charge": [-0.467, -0.671, -0.517, -0.461, 0.223, -0.063, 0.309, 0.149, 0.218, 0.472, 0.165, 0.422, 0.223], "smiles": "C=PCC1=CC1", "de_lowest_kcal_mol": 66.34, "total_energy_ev": -14582.8212, "gap_ev": 9.23, "homo_energy_ev": -8.992, "molar_mass_da": 98.085}